1.
{"formula": "C33H54BCl3N10O3Ru", "method": "the ωB97M-V functional and the def2-TZVPD basis", "e_above_lowest_ev": 0.000, "charge": 1, "s2": 8.759, "multiplicity": 6, "e_tot_ev": -96960.025, "symbols": ["Ru", "C", "N", "C", "C", "N", "C", "C", "N", "C", "C", "N", "C", "N", "C", "C", "N", "C", "C", "C", "C", "N", "C", "N", "C", "C", "N", "C", "C", "N", "C", "C", "H", "H", "H", "H", "H", "H", "H", "H", "H", "H", "H", "H", "H", "H", "H", "H", "H", "H", "H", "H", "H", "H", "H", "H", "H", "H", "H", "H", "H", "H", "H", "H", "H", "H", "H", "H", "H", "H", "H", "H", "H", "H", "H", "H", "H", "H", "H", "H", "Cl", "C", "C", "C", "Cl", "C", "O", "C", "Cl", "C", "H", "H", "O", "B", "O", "C", "C", "C", "C", "C", "C", "H", "H", "H", "H"], "xyz": [[-0.435, 0.032, -0.411], [-1.762, -3.711, -2.910], [-0.571, -2.869, -2.760], [-0.661, -1.513, -3.247], [0.348, -3.117, -1.739], [0.637, -2.211, -0.863], [1.590, -2.565, 0.185], [1.458, -1.659, 1.396], [1.470, -0.233, 1.045], [2.761, 0.182, 0.480], [2.778, 0.141, -1.041], [1.717, 0.998, -1.536], [1.835, 1.537, -2.712], [1.172, 2.698, -2.979], [1.063, 3.715, -1.940], [0.589, 2.981, -4.279], [2.623, 1.054, -3.728], [3.408, 1.941, -4.572], [2.822, -0.358, -3.976], [1.103, 0.589, 2.211], [0.645, 1.980, 1.788], [-0.719, 1.899, 1.294], [-1.557, 2.827, 1.635], [-2.894, 2.709, 1.459], [-3.807, 3.838, 1.485], [-3.518, 1.451, 1.120], [-1.157, 4.032, 2.218], [-1.480, 4.304, 3.605], [-0.073, 4.796, 1.642], [1.023, -4.338, -1.728], [2.461, -4.251, -1.992], [0.453, -5.558, -2.275], [-2.643, -3.082, -3.008], [-1.922, -4.327, -2.029], [-1.696, -4.356, -3.788], [-0.611, -0.780, -2.425], [-1.595, -1.359, -3.779], [0.167, -1.281, -3.922], [2.618, -2.519, -0.184], [1.427, -3.597, 0.509], [2.278, -1.885, 2.090], [0.520, -1.870, 1.898], [3.565, -0.453, 0.869], [2.973, 1.206, 0.786], [2.659, -0.887, -1.385], [3.759, 0.493, -1.378], [2.056, 3.991, -1.575], [0.464, 3.379, -1.097], [0.604, 4.602, -2.372], [0.564, 2.074, -4.879], [1.143, 3.749, -4.830], [-0.436, 3.336, -4.148], [3.288, 2.971, -4.250], [3.114, 1.859, -5.622], [4.465, 1.675, -4.493], [2.044, -0.937, -3.482], [3.804, -0.708, -3.641], [2.755, -0.541, -5.051], [1.944, 0.659, 2.913], [0.268, 0.107, 2.718], [1.296, 2.369, 0.997], [0.730, 2.638, 2.657], [-3.261, 4.773, 1.543], [-4.486, 3.767, 2.339], [-4.407, 3.836, 0.571], [-2.779, 0.665, 1.203], [-3.912, 1.472, 0.099], [-4.348, 1.250, 1.802], [-0.592, 4.214, 4.242], [-2.226, 3.595, 3.959], [-1.876, 5.318, 3.720], [0.080, 4.486, 0.609], [0.872, 4.689, 2.190], [-0.341, 5.856, 1.649], [2.807, -3.220, -1.959], [2.680, -4.634, -2.994], [3.025, -4.841, -1.266], [-0.518, -5.770, -1.839], [1.116, -6.375, -1.994], [0.371, -5.545, -3.368], [-6.229, -4.077, 2.469], [-4.792, -3.176, 2.139], [-4.565, -2.693, 0.862], [-3.409, -1.977, 0.626], [-3.078, -1.291, -0.930], [-2.424, -1.720, 1.605], [-1.334, -1.074, 1.358], [-2.733, -2.216, 2.894], [-1.602, -1.890, 4.160], [-3.882, -2.932, 3.159], [-5.279, -2.866, 0.069], [-4.074, -3.299, 4.157], [-1.818, 2.852, -1.337], [-1.554, 1.521, -1.662], [-2.162, 1.229, -2.890], [-2.764, 2.385, -3.319], [-3.464, 2.627, -4.481], [-3.937, 3.923, -4.666], [-3.715, 4.918, -3.720], [-3.018, 4.662, -2.543], [-2.549, 3.378, -2.371], [-3.634, 1.839, -5.203], [-4.493, 4.164, -5.562], [-4.095, 5.915, -3.898], [-2.850, 5.429, -1.799]], "mulliken_spin": [3.87, 0.00, 0.01, -0.08, 0.08, -0.02, 0.01, 0.04, 0.12, 0.01, 0.04, 0.05, 0.06, 0.00, 0.00, 0.00, 0.02, 0.00, 0.01, 0.01, 0.03, 0.03, 0.03, 0.01, 0.00, 0.03, 0.02, 0.00, 0.00, 0.01, 0.00, 0.00, 0.00, 0.00, 0.00, 0.11, 0.00, -0.01, -0.01, 0.01, 0.01, -0.01, 0.00, -0.01, -0.04, 0.01, 0.00, 0.03, 0.00, 0.00, 0.00, 0.00, 0.00, 0.00, 0.00, 0.00, 0.00, 0.00, 0.00, 0.00, -0.02, 0.00, 0.00, 0.00, 0.00, -0.01, -0.01, 0.00, 0.00, 0.00, 0.00, 0.00, 0.00, 0.00, 0.00, 0.00, 0.00, 0.00, 0.00, 0.00, 0.00, 0.01, -0.01, -0.04, 0.08, 0.03, 0.16, 0.02, 0.00, 0.00, 0.00, 0.00, 0.00, 0.34, -0.03, -0.03, 0.00, 0.00, 0.00, 0.00, 0.06, 0.00, 0.00, 0.00, 0.00]}

***

2.
{"formula": "C5H7LiO3Sc", "method": "the ωB97M-V functional and the def2-TZVPD basis", "e_above_lowest_ev": 1.130, "charge": 3, "e_tot_ev": -32312.372, "symbols": ["C", "C", "H", "H", "H", "O", "Sc", "O", "C", "O", "C", "C", "H", "H", "H", "H", "Li"], "xyz": [[1.364, -1.258, 3.411], [2.414, -0.670, 3.949], [1.396, -2.250, 2.962], [3.079, -1.220, 4.610], [2.864, 0.107, 3.183], [0.514, -0.408, 2.502], [1.048, -1.183, -1.503], [1.497, -1.097, 0.588], [0.603, -0.491, 1.196], [-0.138, 0.434, 0.656], [-0.320, 0.409, -0.853], [-0.160, 1.838, -1.324], [-1.377, 0.117, -0.927], [-1.023, 2.473, -1.062], [-0.087, 1.820, -2.422], [0.758, 2.309, -0.947], [-0.573, 1.513, 2.325]], "nbo_charge": [0.05, -0.31, 0.25, 0.29, 0.24, -0.52, 2.28, -0.75, 1.04, -0.55, -0.41, -0.70, 0.27, 0.30, 0.28, 0.26, 0.99]}

***

3.
{"formula": "C5H11NO2", "method": "the ωB97M-V functional and the def2-TZVPD basis", "e_above_lowest_ev": 1.565, "smiles": "CC(C)[C@@H](N)C(=O)O", "e_tot_ev": -10947.702, "symbols": ["C", "C", "C", "C", "N", "C", "O", "O", "H", "H", "H", "H", "H", "H", "H", "H", "H", "H", "H"], "xyz": [[-0.503, -0.772, 1.407], [0.434, 0.237, 0.708], [1.887, -0.153, 0.906], [0.024, 0.316, -0.799], [0.277, -0.872, -1.566], [-1.465, 0.654, -1.047], [-2.342, -0.076, -1.405], [-1.722, 1.995, -0.780], [-0.229, -0.723, 2.561], [-1.555, -0.379, 1.228], [-0.418, -1.731, 1.107], [0.199, 1.180, 0.966], [2.372, 0.648, 1.541], [2.127, -1.090, 1.204], [2.340, -0.007, -0.048], [0.610, 1.189, -1.200], [-0.361, -1.159, -2.293], [0.639, -1.663, -1.117], [-2.313, 2.405, -1.374]], "nbo_charge": [-0.59, -0.20, -0.62, -0.13, -0.86, 0.79, -0.56, -0.73, 0.20, 0.21, 0.20, 0.21, 0.22, 0.21, 0.22, 0.19, 0.39, 0.37, 0.50]}

***

4.
{"formula": "C4H8FeO2", "method": "the ωB97M-V functional and the def2-TZVPD basis", "e_above_lowest_ev": 2.179, "charge": 3, "s2": 8.783, "multiplicity": 6, "e_tot_ev": -42718.247, "symbols": ["C", "C", "C", "C", "O", "Fe", "H", "H", "H", "H", "H", "H", "H", "O", "H"], "xyz": [[0.526, -1.648, -0.370], [0.298, -0.304, -0.971], [-0.366, 0.695, -0.237], [0.105, 2.010, -0.256], [-0.462, 2.967, 0.358], [-0.507, 4.690, 0.531], [1.055, -2.349, -1.028], [1.258, -1.558, 0.446], [-0.484, -1.616, -1.227], [1.119, 0.031, -1.615], [-1.288, 0.470, 0.306], [0.981, 2.242, -0.884], [-1.192, -1.243, 1.425], [-0.784, -2.128, 1.361], [-0.259, -2.259, 2.161]], "mulliken_spin": [0.32, -0.02, 0.11, 0.11, 0.22, 3.75, 0.05, 0.02, 0.13, 0.03, 0.00, 0.01, -0.02, 0.30, -0.01]}

***

5.
{"formula": "C4H13NO2", "method": "the ωB97M-V functional and the def2-TZVPD basis", "e_above_lowest_ev": 0.052, "charge": -1, "s2": 0.750, "multiplicity": 2, "e_tot_ev": -9942.745, "symbols": ["C", "C", "C", "N", "C", "H", "H", "H", "H", "H", "H", "H", "H", "H", "H", "H", "O", "H", "H", "O"], "xyz": [[2.067, 0.403, 0.376], [1.138, -0.759, 0.443], [0.276, -1.048, -0.542], [0.298, -0.520, -1.843], [1.099, -1.545, 1.729], [2.985, 0.449, 0.974], [2.416, 0.647, -0.625], [1.613, 1.367, 0.715], [-0.309, -1.955, -0.423], [-0.613, -0.213, -2.159], [0.966, 0.226, -1.984], [2.067, -2.024, 1.887], [0.841, -0.909, 2.571], [0.307, -2.311, 1.725], [-2.267, 0.897, 0.122], [-2.291, 0.576, 1.583], [-2.764, 0.367, 0.764], [-1.478, 3.016, -0.651], [-0.522, 1.797, -0.762], [-1.389, 2.129, -1.053]], "mulliken_spin": [1.57, -1.18, 0.71, 0.00, 0.26, -0.14, -0.04, -0.20, 0.07, -0.25, -0.10, -0.02, -0.13, 0.03, 0.03, -0.03, 0.33, -0.17, 0.10, 0.15]}